Entry 1:
Here is a 3-piece molecular cluster, C24H52IN3O5 overall from the OMol25 dataset. Energies are from wB97M-V/def2-TZVPD.

Calculated values
* SMILES string: CC(C)CC[C@@]1(C[C@@H](C)I)CNC(=O)C1.COCCNCCOC.COCCNCCOC
* HOMO: -8.631 eV
* total charge: 0
* E_tot: -1783.7359 hartree

CARTESIAN COORDINATES (ANGSTROEM)
C 0.727 -2.288 7.046
C -0.692 -1.702 6.914
C -1.522 -2.546 5.945
C -0.735 -0.177 6.610
C -1.213 0.303 5.231
C -0.271 0.199 4.003
C -0.935 -0.435 2.759
C -2.235 0.192 2.230
C -2.270 0.137 0.709
I -3.986 -0.830 2.959
C 0.254 1.601 3.615
N 1.533 1.365 2.946
C 1.997 0.102 3.194
O 2.982 -0.385 2.698
C 1.064 -0.547 4.197
H 1.084 -2.693 6.095
H 0.741 -3.106 7.770
H 1.452 -1.532 7.364
H -1.158 -1.825 7.899
H -2.548 -2.180 5.850
H -1.581 -3.576 6.312
H -1.067 -2.572 4.950
H 0.240 0.272 6.837
H -1.431 0.273 7.326
H -1.446 1.369 5.359
H -2.171 -0.165 4.999
H -1.074 -1.509 2.917
H -0.211 -0.336 1.936
H -2.335 1.222 2.578
H -2.146 -0.902 0.388
H -1.432 0.703 0.290
H -3.201 0.508 0.278
H 0.425 2.185 4.528
H -0.417 2.172 2.969
H 1.753 1.798 2.064
H 1.505 -0.434 5.189
H 0.980 -1.615 3.990
C -0.983 0.135 -6.575
O -0.321 1.025 -5.703
C -0.585 2.404 -5.920
C -1.485 2.992 -4.856
N -2.848 2.495 -4.954
C -3.720 2.803 -3.826
C -3.292 2.371 -2.428
O -3.363 0.982 -2.178
C -2.333 0.213 -2.770
H -0.498 -0.835 -6.476
H -2.045 0.014 -6.330
H -0.904 0.464 -7.616
H -1.012 2.556 -6.917
H 0.376 2.922 -5.880
H -1.499 4.080 -4.989
H -1.015 2.790 -3.885
H -2.839 1.497 -5.111
H -4.693 2.351 -4.028
H -3.874 3.888 -3.804
H -3.986 2.830 -1.718
H -2.289 2.743 -2.179
H -1.373 0.735 -2.749
H -2.576 -0.065 -3.800
H -2.233 -0.703 -2.189
C 3.689 -2.335 -4.559
O 4.003 -2.615 -3.212
C 4.896 -1.701 -2.590
C 4.197 -0.799 -1.599
N 3.313 0.144 -2.266
C 2.414 0.892 -1.401
C 1.487 0.132 -0.460
O 0.416 -0.545 -1.088
C 0.747 -1.768 -1.716
H 3.231 -3.231 -4.975
H 2.980 -1.505 -4.668
H 4.587 -2.098 -5.137
H 5.420 -1.111 -3.349
H 5.638 -2.295 -2.050
H 4.961 -0.239 -1.049
H 3.683 -1.440 -0.871
H 2.778 -0.332 -2.979
H 1.791 1.519 -2.044
H 3.018 1.569 -0.785
H 1.007 0.882 0.178
H 2.032 -0.549 0.206
H 1.488 -2.329 -1.139
H 1.122 -1.623 -2.733
H -0.169 -2.357 -1.775

***

Entry 2:
Here is a 7-piece molecular cluster, C24H52O7 overall in a non-equilibrium geometry from the OMol25 dataset. Energies are from wB97M-V/def2-TZVPD.

Calculated values
* SMILES string: C1CCOC1.C1CCOC1.C1CCOC1.C1CCOC1.C1CCOC1.CCO.CCO
* HOMO: -9.304 eV
* total charge: 0
* E_tot: -1472.1191 hartree
* energy above the lowest of the compared OMol25 structures with the same formula, charge and spin: 39.1 kcal/mol

CARTESIAN COORDINATES (ANGSTROEM)
C 2.624 -1.531 4.172
C 3.114 -1.092 2.757
C 3.259 -2.446 2.008
O 2.935 -3.444 3.021
C 3.125 -2.936 4.365
H 1.538 -1.544 4.083
H 3.021 -0.904 4.970
H 4.086 -0.600 2.803
H 2.388 -0.409 2.314
H 4.307 -2.607 1.753
H 2.705 -2.587 1.080
H 4.205 -3.071 4.426
H 2.703 -3.487 5.206
C -5.196 -2.052 1.332
C -5.528 -1.130 0.241
C -4.204 -0.457 -0.146
O -3.512 -0.380 1.035
C -3.754 -1.614 1.793
H -5.363 -3.053 0.932
H -5.872 -1.983 2.184
H -6.317 -0.460 0.581
H -5.910 -1.640 -0.643
H -4.455 0.583 -0.357
H -3.643 -0.930 -0.952
H -3.719 -1.488 2.875
H -3.006 -2.366 1.542
C 2.127 -2.296 -3.543
C 0.602 -2.456 -3.350
C 0.425 -3.977 -3.326
O 1.650 -4.566 -2.960
C 2.617 -3.470 -2.711
H 2.655 -1.384 -3.262
H 2.334 -2.506 -4.592
H 0.189 -2.030 -4.264
H 0.157 -2.073 -2.431
H 0.043 -4.420 -4.245
H -0.266 -4.231 -2.521
H 3.657 -3.768 -2.844
H 2.663 -3.195 -1.658
C -1.497 1.891 -4.923
C -2.163 3.207 -5.253
C -3.351 3.144 -4.303
O -2.846 2.512 -3.076
C -1.576 1.984 -3.340
H -0.474 1.811 -5.289
H -2.060 1.081 -5.387
H -2.320 3.237 -6.331
H -1.636 4.140 -5.052
H -4.136 2.536 -4.752
H -3.761 4.113 -4.015
H -1.486 0.940 -3.040
H -0.748 2.625 -3.040
C 4.288 3.983 0.108
C 4.202 3.626 -1.389
C 3.028 2.650 -1.466
O 3.207 1.807 -0.254
C 3.929 2.595 0.716
H 3.569 4.707 0.491
H 5.303 4.290 0.359
H 5.076 3.048 -1.689
H 4.061 4.567 -1.921
H 2.838 2.071 -2.370
H 2.112 3.150 -1.152
H 4.835 2.027 0.926
H 3.335 2.684 1.626
C -0.818 0.969 4.988
C -2.229 0.777 5.327
O -2.342 0.063 6.539
H -0.289 1.549 5.744
H -0.630 1.505 4.058
H -0.342 0.013 4.771
H -2.886 0.351 4.569
H -2.649 1.782 5.378
H -1.974 -0.786 6.285
C -0.577 0.026 -0.320
C -0.284 0.608 1.081
O -1.436 1.270 1.492
H -1.187 -0.867 -0.187
H 0.355 -0.341 -0.750
H -0.981 0.780 -0.995
H 0.552 1.302 0.990
H -0.178 -0.161 1.846
H -2.217 0.735 1.332

***

Question: Which of these has the lowest HOMO?
Answer: C24H52O7

***

Question: What is the formula in the second record?
Answer: C24H52O7

***

Question: Which formula does entry 1 have?
Answer: C24H52IN3O5

***

Repeat the second record exactly.
Here is a 7-piece molecular cluster, C24H52O7 overall in a non-equilibrium geometry from the OMol25 dataset. Energies are from wB97M-V/def2-TZVPD.

Calculated values
* SMILES string: C1CCOC1.C1CCOC1.C1CCOC1.C1CCOC1.C1CCOC1.CCO.CCO
* HOMO: -9.304 eV
* total charge: 0
* E_tot: -1472.1191 hartree
* energy above the lowest of the compared OMol25 structures with the same formula, charge and spin: 39.1 kcal/mol

CARTESIAN COORDINATES (ANGSTROEM)
C 2.624 -1.531 4.172
C 3.114 -1.092 2.757
C 3.259 -2.446 2.008
O 2.935 -3.444 3.021
C 3.125 -2.936 4.365
H 1.538 -1.544 4.083
H 3.021 -0.904 4.970
H 4.086 -0.600 2.803
H 2.388 -0.409 2.314
H 4.307 -2.607 1.753
H 2.705 -2.587 1.080
H 4.205 -3.071 4.426
H 2.703 -3.487 5.206
C -5.196 -2.052 1.332
C -5.528 -1.130 0.241
C -4.204 -0.457 -0.146
O -3.512 -0.380 1.035
C -3.754 -1.614 1.793
H -5.363 -3.053 0.932
H -5.872 -1.983 2.184
H -6.317 -0.460 0.581
H -5.910 -1.640 -0.643
H -4.455 0.583 -0.357
H -3.643 -0.930 -0.952
H -3.719 -1.488 2.875
H -3.006 -2.366 1.542
C 2.127 -2.296 -3.543
C 0.602 -2.456 -3.350
C 0.425 -3.977 -3.326
O 1.650 -4.566 -2.960
C 2.617 -3.470 -2.711
H 2.655 -1.384 -3.262
H 2.334 -2.506 -4.592
H 0.189 -2.030 -4.264
H 0.157 -2.073 -2.431
H 0.043 -4.420 -4.245
H -0.266 -4.231 -2.521
H 3.657 -3.768 -2.844
H 2.663 -3.195 -1.658
C -1.497 1.891 -4.923
C -2.163 3.207 -5.253
C -3.351 3.144 -4.303
O -2.846 2.512 -3.076
C -1.576 1.984 -3.340
H -0.474 1.811 -5.289
H -2.060 1.081 -5.387
H -2.320 3.237 -6.331
H -1.636 4.140 -5.052
H -4.136 2.536 -4.752
H -3.761 4.113 -4.015
H -1.486 0.940 -3.040
H -0.748 2.625 -3.040
C 4.288 3.983 0.108
C 4.202 3.626 -1.389
C 3.028 2.650 -1.466
O 3.207 1.807 -0.254
C 3.929 2.595 0.716
H 3.569 4.707 0.491
H 5.303 4.290 0.359
H 5.076 3.048 -1.689
H 4.061 4.567 -1.921
H 2.838 2.071 -2.370
H 2.112 3.150 -1.152
H 4.835 2.027 0.926
H 3.335 2.684 1.626
C -0.818 0.969 4.988
C -2.229 0.777 5.327
O -2.342 0.063 6.539
H -0.289 1.549 5.744
H -0.630 1.505 4.058
H -0.342 0.013 4.771
H -2.886 0.351 4.569
H -2.649 1.782 5.378
H -1.974 -0.786 6.285
C -0.577 0.026 -0.320
C -0.284 0.608 1.081
O -1.436 1.270 1.492
H -1.187 -0.867 -0.187
H 0.355 -0.341 -0.750
H -0.981 0.780 -0.995
H 0.552 1.302 0.990
H -0.178 -0.161 1.846
H -2.217 0.735 1.332